(1)
ORCA calculation (the ωB97M-V functional and the def2-TZVPD basis) on a molecular structure, C33H30AsAuCl2F6INO4PS.

Output
LUMO (alpha / beta), eV: -5.69 / -9.52
Expectation value of S²: 3.780
Gap between HOMO and LUMO (alpha / beta), eV: 6.8 / 3.7
Multiplicity: 4
Total charge: +2
HOMO (alpha / beta), eV: -12.49 / -13.20
Energy relative to the best compared isomer or geometry (same formula, charge and spin), kcal per mole: 27.4

Geometry (Å):
Au1 -0.015 1.512 -0.158
I1 1.255 3.523 1.234
C1 0.468 5.246 0.329
C2 1.441 6.195 0.153
C3 1.104 7.491 -0.270
C4 -0.208 7.799 -0.459
C5 -1.224 6.826 -0.297
C6 -2.569 7.223 -0.481
C7 -3.590 6.332 -0.357
C8 -3.288 4.987 -0.112
C9 -1.995 4.539 0.079
P1 -1.964 2.725 0.236
C10 -2.496 2.268 1.886
C11 -2.996 3.208 2.784
C12 -3.448 2.793 4.026
C13 -3.401 1.449 4.371
C14 -2.885 0.513 3.482
C15 -2.424 0.917 2.243
C16 -3.119 2.111 -0.990
C17 -4.167 1.262 -0.653
C18 -4.980 0.754 -1.658
C19 -4.740 1.086 -2.982
C20 -3.694 1.942 -3.318
C21 -2.877 2.449 -2.327
C22 -0.911 5.478 0.054
H1 2.476 5.958 0.362
H2 1.880 8.229 -0.411
H3 -0.502 8.801 -0.740
H4 -2.768 8.259 -0.721
H5 -4.619 6.638 -0.483
H6 -4.105 4.276 -0.097
H7 -3.034 4.258 2.523
H8 -3.839 3.520 4.724
H9 -3.765 1.129 5.337
H10 -2.844 -0.532 3.754
H11 -2.030 0.180 1.551
H12 -4.351 0.991 0.379
H13 -5.789 0.086 -1.402
H14 -5.361 0.668 -3.762
H15 -3.519 2.206 -4.351
H16 -2.054 3.105 -2.588
C23 3.730 -9.914 1.466
C24 3.255 -8.654 0.872
C25 2.692 -7.627 1.673
C26 2.247 -6.475 1.096
C27 2.385 -6.304 -0.307
C28 2.912 -7.313 -1.129
C29 3.354 -8.465 -0.544
S1 1.872 -4.747 -1.026
O1 1.833 -4.967 -2.433
O2 0.757 -4.294 -0.268
N1 3.164 -3.829 -0.595
C30 2.962 -2.414 -0.291
C31 2.933 -1.589 -1.581
C32 2.443 -0.169 -1.228
O3 2.993 0.657 -2.019
O4 1.621 0.007 -0.348
H17 3.478 -10.011 2.517
H18 4.821 -9.966 1.356
H19 3.347 -10.770 0.904
H20 2.609 -7.780 2.740
H21 1.783 -5.688 1.674
H22 2.949 -7.158 -2.198
H23 3.776 -9.260 -1.144
H24 3.996 -4.056 -1.126
H25 3.768 -2.090 0.367
H26 2.009 -2.314 0.229
H27 2.170 -1.952 -2.274
H28 3.900 -1.557 -2.085
F1 -0.931 -0.127 -1.462
As1 -1.305 -1.882 -1.045
F2 0.161 -2.275 -1.903
F3 -2.211 -1.925 -2.495
F4 -1.612 -3.514 -0.664
F5 -2.670 -1.294 -0.154
F6 -0.345 -1.645 0.395
Cl1 5.093 4.274 0.437
C33 5.310 2.530 0.323
Cl2 4.356 1.660 1.545
H29 6.356 2.300 0.502
H30 4.982 2.198 -0.662

(2)
ORCA calculation (the ωB97M-V functional and the def2-TZVPD basis) on a molecular structure, C33H30Cl2N3O2PV.

Output
LUMO (alpha / beta), eV: 0.02 / 0.01
Expectation value of S²: 0.765
Gap between HOMO and LUMO (alpha / beta), eV: 5.5 / 5.1
Multiplicity: 2
HOMO (alpha / beta), eV: -5.53 / -5.05
Energy relative to the best compared isomer or geometry (same formula, charge and spin), kcal per mole: 58.3

Geometry (Å):
V1 0.745 0.935 0.992
Cl1 2.873 3.184 4.262
C1 2.311 4.098 2.914
C2 2.521 5.462 2.874
C3 2.065 6.205 1.800
Cl2 2.347 7.915 1.790
C4 1.394 5.604 0.721
C5 0.886 6.283 -0.403
C6 0.289 5.557 -1.411
C7 0.195 4.174 -1.294
N1 0.629 3.506 -0.237
C8 1.207 4.194 0.753
C9 1.642 3.414 1.881
O1 1.385 2.163 1.857
H1 3.035 5.948 3.687
H2 0.971 7.359 -0.457
H3 -0.100 6.050 -2.289
H4 -0.251 3.578 -2.080
C10 -4.314 -0.512 1.990
C11 -3.318 -0.782 2.916
C12 -2.050 -1.145 2.497
C13 -1.773 -1.248 1.135
C14 -2.777 -0.964 0.211
C15 -4.042 -0.605 0.634
P1 -0.116 -1.636 0.464
C16 -0.318 -3.365 -0.089
C17 0.859 -4.042 -0.414
C18 0.807 -5.288 -1.007
C19 -0.420 -5.860 -1.309
C20 -1.590 -5.192 -0.990
C21 -1.543 -3.950 -0.382
C22 0.865 -1.775 1.973
C23 1.112 -2.916 2.722
C24 1.884 -2.796 3.863
C25 2.363 -1.549 4.237
C26 2.094 -0.418 3.479
C27 1.346 -0.494 2.301
H5 -5.298 -0.220 2.326
H6 -3.540 -0.706 3.971
H7 -1.279 -1.360 3.226
H8 -2.552 -1.036 -0.846
H9 -4.814 -0.392 -0.092
H10 1.812 -3.588 -0.167
H11 1.720 -5.817 -1.244
H12 -0.458 -6.826 -1.791
H13 -2.548 -5.637 -1.218
H14 -2.459 -3.443 -0.115
H15 0.705 -3.871 2.418
H16 2.111 -3.664 4.464
H17 2.958 -1.460 5.137
H18 2.478 0.538 3.812
C28 -2.250 1.358 -2.501
N2 -1.175 0.424 -2.749
C29 -1.143 -0.213 -4.045
C30 -0.431 -1.550 -3.909
C31 0.978 -1.280 -3.409
N3 0.954 -0.402 -2.257
C32 2.252 -0.223 -1.639
C33 -0.123 0.347 -1.888
O2 -0.189 0.900 -0.781
H19 -3.207 0.882 -2.723
H20 -2.146 2.243 -3.138
H21 -2.228 1.661 -1.455
H22 -0.629 0.421 -4.783
H23 -2.174 -0.359 -4.377
H24 -0.391 -2.072 -4.864
H25 -0.963 -2.177 -3.189
H26 1.586 -0.829 -4.208
H27 1.460 -2.219 -3.108
H28 2.611 -1.168 -1.220
H29 2.193 0.529 -0.834
H30 2.966 0.117 -2.397

(3)
ORCA calculation (the ωB97M-V functional and the def2-TZVPD basis) on a molecular structure, C33H30Cl2N4NiOP.

Output
LUMO (alpha / beta), eV: -2.83 / -2.83
Gap between HOMO and LUMO (alpha / beta), eV: 6.4 / 6.4
Multiplicity: 1
Total charge: +1
HOMO (alpha / beta), eV: -9.22 / -9.22
Energy relative to the best compared isomer or geometry (same formula, charge and spin), kcal per mole: 2.5

Geometry (Å):
Ni1 0.034 0.129 0.961
N1 0.786 0.067 -0.996
C1 1.955 0.816 -1.381
C2 2.467 0.692 -2.663
C3 3.591 1.408 -3.049
C4 4.208 2.268 -2.156
C5 3.708 2.392 -0.872
C6 2.585 1.666 -0.467
P1 2.065 1.766 1.251
C7 2.951 3.119 2.042
C8 2.606 4.412 1.641
C9 3.194 5.508 2.248
C10 4.111 5.321 3.275
C11 4.438 4.040 3.692
C12 3.864 2.937 3.076
C13 0.349 1.968 1.399
C14 -0.382 2.912 0.581
C15 -1.683 3.178 0.851
C16 -2.339 2.555 1.960
C17 -1.678 1.679 2.755
C18 -0.316 1.291 2.495
H1 -0.054 0.533 -1.336
H2 0.801 -0.843 -1.448
H3 1.977 0.030 -3.367
H4 3.978 1.294 -4.053
H5 5.080 2.834 -2.453
H6 4.199 3.049 -0.167
H7 1.874 4.567 0.857
H8 2.931 6.507 1.928
H9 4.564 6.178 3.756
H10 5.142 3.896 4.501
H11 4.120 1.941 3.405
H12 0.116 3.409 -0.246
H13 -2.223 3.889 0.239
H14 -3.365 2.821 2.183
H15 -2.175 1.254 3.620
H16 0.266 0.918 3.333
Cl1 5.528 0.510 1.335
C19 4.429 -0.808 1.177
C20 4.952 -2.033 0.722
C21 4.144 -3.122 0.653
Cl2 4.808 -4.627 0.126
C22 2.773 -3.040 1.012
C23 1.914 -4.162 1.020
C24 0.617 -4.007 1.403
C25 0.160 -2.714 1.711
N2 0.915 -1.642 1.685
C26 2.240 -1.791 1.404
C27 3.108 -0.667 1.514
O1 2.671 0.514 2.080
H17 5.998 -2.097 0.460
H18 2.303 -5.130 0.736
H19 -0.063 -4.846 1.447
H20 -0.881 -2.547 1.961
N3 -1.821 -0.556 0.361
C28 -2.948 -0.822 0.364
N4 -4.221 -1.122 0.365
C29 -4.676 -2.516 0.439
C30 -5.701 -2.791 -0.662
C31 -6.573 -1.551 -0.935
C32 -6.611 -0.628 0.279
C33 -5.224 -0.053 0.542
H21 -5.108 -2.689 1.429
H22 -3.805 -3.162 0.347
H23 -6.318 -3.635 -0.350
H24 -5.189 -3.093 -1.576
H25 -7.581 -1.855 -1.215
H26 -6.169 -0.994 -1.784
H27 -6.970 -1.171 1.156
H28 -7.302 0.200 0.123
H29 -5.148 0.370 1.546
H30 -5.000 0.736 -0.179

(4)
ORCA calculation (the ωB97M-V functional and the def2-TZVPD basis) on a molecular structure, C33H30GaO5S.

Output
LUMO, eV: 0.69
Gap between HOMO and LUMO, eV: 5.0
Multiplicity: 1
Total charge: -1
HOMO, eV: -4.33

Geometry (Å):
C1 -1.141 3.973 -3.780
C2 0.091 3.176 -3.328
Ga1 -0.142 1.171 -3.699
S1 0.504 0.544 -5.831
C3 0.935 0.178 -2.237
C4 0.302 -1.078 -1.632
C5 -1.008 -0.809 -0.896
O1 -2.182 -1.204 -1.631
H1 -1.159 4.076 -4.860
H2 -1.170 4.960 -3.317
H3 -2.033 3.451 -3.448
H4 0.164 3.254 -2.243
H5 1.010 3.578 -3.750
H6 -1.706 0.812 -3.624
H7 1.735 1.038 -6.015
H8 1.914 -0.045 -2.658
H9 1.103 0.881 -1.419
H10 0.168 -1.866 -2.371
H11 0.982 -1.485 -0.876
H12 -1.015 -1.390 0.024
H13 -1.106 0.250 -0.666
H14 -1.900 -1.245 -2.561
C6 3.512 2.753 0.774
C7 4.372 2.985 1.843
C8 4.231 4.124 2.616
C9 3.231 5.042 2.319
C10 2.375 4.816 1.236
C11 2.517 3.665 0.469
C12 1.317 5.802 0.881
O2 0.562 5.610 -0.045
C13 1.211 7.043 1.703
C14 0.262 7.998 1.363
C15 0.140 9.151 2.120
C16 0.963 9.353 3.223
C17 1.913 8.406 3.565
C18 2.044 7.251 2.803
C19 3.087 6.252 3.172
O3 3.799 6.428 4.141
H15 3.618 1.859 0.174
H16 5.153 2.272 2.072
H17 4.892 4.308 3.451
H18 1.853 3.487 -0.367
H19 -0.376 7.831 0.507
H20 -0.598 9.895 1.851
H21 0.863 10.253 3.816
H22 2.558 8.556 4.419
C20 -2.754 -3.308 0.647
C21 -2.539 -3.576 1.996
C22 -2.197 -4.852 2.411
C23 -2.078 -5.874 1.478
C24 -2.309 -5.609 0.123
C25 -2.639 -4.323 -0.287
C26 -2.219 -6.693 -0.891
O4 -2.414 -6.478 -2.068
C27 -1.890 -8.071 -0.419
C28 -1.843 -9.108 -1.342
C29 -1.528 -10.390 -0.925
C30 -1.253 -10.641 0.416
C31 -1.302 -9.611 1.339
C32 -1.625 -8.324 0.927
C33 -1.696 -7.233 1.940
O5 -1.449 -7.459 3.109
H23 -3.009 -2.311 0.319
H24 -2.634 -2.782 2.725
H25 -2.021 -5.063 3.456
H26 -2.802 -4.114 -1.335
H27 -2.053 -8.904 -2.382
H28 -1.495 -11.197 -1.645
H29 -1.002 -11.642 0.739
H30 -1.092 -9.798 2.383

(5)
ORCA calculation (the ωB97M-V functional and the def2-TZVPD basis) on a molecular structure, C33H30N4O6S2TeW.

Output
LUMO, eV: -2.39
Gap between HOMO and LUMO, eV: 5.5
Multiplicity: 1
HOMO, eV: -7.91
Energy relative to the best compared isomer or geometry (same formula, charge and spin), kcal per mole: 33.4

Geometry (Å):
W1 0.658 -0.185 -1.266
O1 -2.874 -0.806 1.625
C1 -2.454 0.010 2.606
C2 -3.309 0.146 3.701
C3 -2.966 0.961 4.756
C4 -1.758 1.661 4.753
C5 -0.915 1.541 3.674
C6 -1.241 0.722 2.583
C7 -0.324 0.668 1.447
O2 -0.585 -0.116 0.434
N1 0.744 1.428 1.436
N2 1.339 1.334 0.223
C8 2.347 2.076 -0.070
C9 2.658 2.019 -1.477
C10 3.719 2.485 -2.155
C11 3.807 2.209 -3.584
C12 2.766 1.711 -4.261
C13 1.470 1.520 -3.536
N3 1.667 1.297 -2.134
H1 -2.193 -0.857 0.939
H2 -4.240 -0.403 3.685
H3 -3.646 1.058 5.593
H4 -1.491 2.298 5.584
H5 0.021 2.081 3.642
H6 2.856 2.684 0.666
H7 4.508 3.015 -1.642
H8 4.731 2.428 -4.102
H9 2.801 1.537 -5.327
H10 0.791 2.366 -3.722
C14 1.708 -1.003 -6.204
C15 1.700 -0.990 -4.694
S1 0.477 0.011 -3.919
C16 2.530 -1.654 -3.893
C17 3.686 -2.466 -4.397
S2 2.306 -1.782 -2.156
H11 0.858 -0.453 -6.603
H12 1.651 -2.023 -6.586
H13 2.617 -0.547 -6.602
H14 3.580 -2.695 -5.456
H15 3.775 -3.396 -3.837
H16 4.612 -1.906 -4.254
O3 -4.730 3.267 -3.875
C18 -4.772 3.151 -2.635
O4 -5.572 3.494 -1.768
C19 -3.505 2.414 -2.204
C20 -2.316 3.113 -1.972
C21 -1.145 2.431 -1.754
N4 -1.097 1.091 -1.757
C22 -2.250 0.405 -1.908
C23 -3.453 1.012 -2.125
C24 -2.079 -1.079 -1.796
O5 -2.970 -1.871 -1.753
O6 -0.772 -1.423 -1.737
H17 -2.317 4.195 -1.979
H18 -0.207 2.944 -1.572
H19 -4.341 0.405 -2.237
C25 -1.399 -2.195 6.077
C26 -0.609 -2.088 4.803
C27 -1.025 -2.726 3.643
C28 -0.312 -2.627 2.452
C29 -0.804 -3.388 1.250
C30 0.842 -1.832 2.434
Te1 2.006 -1.737 0.675
C31 1.303 -1.200 3.599
C32 2.555 -0.362 3.630
C33 0.564 -1.345 4.764
H20 -2.345 -2.710 5.914
H21 -1.614 -1.205 6.482
H22 -0.836 -2.746 6.833
H23 -1.939 -3.310 3.657
H24 -1.777 -3.833 1.452
H25 -0.104 -4.188 0.996
H26 -0.897 -2.763 0.364
H27 2.487 0.454 2.907
H28 3.438 -0.953 3.383
H29 2.701 0.068 4.620
H30 0.904 -0.845 5.665

(6)
ORCA calculation (the ωB97M-V functional and the def2-TZVPD basis) on a molecular structure, C33H31BFeN3O4S2.

Output
LUMO (alpha / beta), eV: 4.60 / 4.60
Expectation value of S²: 8.769
Gap between HOMO and LUMO (alpha / beta), eV: 6.2 / 6.2
Multiplicity: 6
Total charge: -2
HOMO (alpha / beta), eV: -1.55 / -1.63

Geometry (Å):
Fe1 -0.019 -0.572 -0.311
C1 -0.798 -0.330 4.505
C2 -1.703 -1.243 3.740
C3 -2.280 -2.333 4.368
C4 -3.087 -3.223 3.682
C5 -3.306 -3.015 2.331
C6 -2.741 -1.943 1.664
C7 -3.017 -1.768 0.198
C8 -1.933 -1.020 2.363
N1 -1.287 -0.032 1.656
C9 -1.226 1.239 2.034
O1 -1.901 1.809 2.904
C10 -0.202 2.029 1.253
C11 -0.166 3.416 1.343
C12 0.810 4.112 0.649
C13 1.710 3.400 -0.130
C14 1.595 2.016 -0.194
N2 0.671 1.350 0.503
C15 2.524 1.210 -1.066
O2 3.570 1.731 -1.491
N3 2.058 -0.002 -1.328
C16 2.776 -0.980 -1.986
C17 4.011 -1.461 -1.508
C18 4.650 -0.785 -0.335
C19 4.602 -2.557 -2.114
C20 4.018 -3.190 -3.198
C21 2.825 -2.695 -3.701
C22 2.205 -1.610 -3.111
C23 0.909 -1.089 -3.643
H1 -0.648 -0.684 5.524
H2 0.163 -0.253 3.994
H3 -1.230 0.671 4.536
H4 -2.077 -2.505 5.420
H5 -3.525 -4.077 4.188
H6 -3.932 -3.707 1.778
H7 -3.068 -2.732 -0.312
H8 -3.962 -1.240 0.056
H9 -2.237 -1.144 -0.267
H10 -0.904 3.907 1.961
H11 0.856 5.194 0.694
H12 2.496 3.880 -0.695
H13 3.949 -0.762 0.502
H14 5.571 -1.286 -0.039
H15 4.872 0.250 -0.596
H16 5.541 -2.933 -1.718
H17 4.486 -4.060 -3.646
H18 2.362 -3.165 -4.563
H19 0.605 -1.617 -4.546
H20 0.132 -1.197 -2.874
H21 0.992 -0.024 -3.854
C24 -2.577 0.266 -4.380
C25 -2.722 0.692 -2.954
S1 -1.306 1.245 -2.048
C26 -3.850 0.849 -2.244
C27 -5.241 0.478 -2.652
S2 -3.553 1.564 -0.675
H22 -1.708 0.764 -4.805
H23 -3.462 0.550 -4.954
H24 -2.434 -0.812 -4.480
H25 -5.379 0.597 -3.728
H26 -5.962 1.104 -2.131
H27 -5.454 -0.564 -2.398
O3 0.472 -3.018 -0.305
B1 0.774 -2.442 0.976
O4 0.654 -3.491 1.914
C28 0.332 -4.616 1.255
C29 0.115 -5.891 1.735
C30 -0.125 -6.894 0.803
C31 -0.162 -6.625 -0.556
C32 0.004 -5.333 -1.042
C33 0.244 -4.333 -0.123
H28 0.146 -6.106 2.793
H29 -0.282 -7.909 1.146
H30 -0.322 -7.438 -1.254
H31 -0.029 -5.118 -2.099